[1]
The following is a DFT calculation (wB97M-V/def2-TZVPD) of C4H13N3 in the gas phase at a distorted geometry.

Values from the calculation:
E ... -324.3944 hartree
Charge ... 0
HOMO energy ... -8.3 eV
Lowest unoccupied orbital energy ... 1.1 eV
Orbital gap ... 9.41 eV
Energy relative to the best compared isomer or geometry (same formula, charge and spin) ... 50.52 kcal/mol

CARTESIAN COORDINATES (ANGSTROEM)
1 C -0.0179 0.8130 -0.8528
2 C 1.1846 -0.0719 -0.6072
3 C 1.5434 0.2445 0.8791
4 N 2.6551 1.1587 0.9391
5 N -1.4248 0.4129 -0.2975
6 C -1.6603 -0.9828 -0.1073
7 N -3.0001 -1.2607 0.4473
8 H 0.1514 1.8449 -0.5122
9 H -0.1550 1.0152 -1.9418
10 H 0.9340 -1.1173 -0.8390
11 H 2.1214 0.1633 -1.1242
12 H 0.7598 0.6982 1.4867
13 H 1.9121 -0.6179 1.4815
14 H 2.7417 2.1450 1.0590
15 H 3.5322 0.7521 0.6586
16 H -1.9783 0.9482 -0.9504
17 H -0.8370 -1.4413 0.4726
18 H -1.7481 -1.5023 -1.0845
19 H -3.1127 -1.8493 1.2488
20 H -3.6016 -1.3527 -0.3559

Here is what natural (NBO) gives for the atomic charges, in e:
1. C -0.2207
2. C -0.4515
3. C -0.2177
4. N -0.8964
5. N -0.6427
6. C -0.0481
7. N -0.8710
8. H 0.1922
9. H 0.1681
10. H 0.2049
11. H 0.2281
12. H 0.2092
13. H 0.1836
14. H 0.3855
15. H 0.3546
16. H 0.3653
17. H 0.1851
18. H 0.1257
19. H 0.3821
20. H 0.3638

=====

[2]
The following is a DFT calculation (wB97M-V/def2-TZVPD) of a molecular structure, C37H36O3P at a distorted geometry.

Values from the calculation:
E ... -1998.2818 hartree
Charge ... +1
HOMO energy ... -10.9 eV
Lowest unoccupied orbital energy ... -3.7 eV
Orbital gap ... 7.12 eV

CARTESIAN COORDINATES (ANGSTROEM)
1 C 4.8969 -3.3623 -3.0502
2 O 4.5456 -1.9654 -2.9894
3 C 3.2558 -1.6273 -2.7316
4 C 2.8929 -0.2675 -2.8956
5 C 1.6085 0.1624 -2.6072
6 C 0.6414 -0.7134 -2.0348
7 C -0.6949 -0.2776 -1.5892
8 C -1.8472 -0.9221 -2.2579
9 C -3.0889 -0.2378 -2.3672
10 C -4.2480 -0.8797 -2.7891
11 C -4.2316 -2.2240 -3.1853
12 C -5.4984 -2.9558 -3.4903
13 C -2.9813 -2.8365 -3.3155
14 C -1.8160 -2.1691 -2.9508
15 C 1.0248 -2.0653 -1.9123
16 C 2.2848 -2.5389 -2.2578
17 H 5.9541 -3.3541 -3.3313
18 H 4.7647 -3.8531 -2.0716
19 H 4.3030 -3.8990 -3.8089
20 H 3.6662 0.4252 -3.2442
21 H 1.3336 1.1842 -2.8815
22 H -0.7941 0.8157 -1.4787
23 H -3.1361 0.8181 -2.1128
24 H -5.1986 -0.3420 -2.7747
25 H -5.3248 -4.0331 -3.5644
26 H -6.2306 -2.7998 -2.6855
27 H -5.9664 -2.6036 -4.4229
28 H -2.9165 -3.8490 -3.7187
29 H -0.8687 -2.6429 -3.2108
30 H 0.2891 -2.7899 -1.5487
31 H 2.5165 -3.6052 -2.1577
32 C -5.3426 -0.2338 0.4168
33 C -4.2272 0.6642 0.8653
34 O -2.9714 0.0672 0.4118
35 C -1.9209 0.8427 0.7004
36 C -0.5789 0.2857 0.2886
37 P 0.5324 0.9852 1.5634
38 C 0.9749 2.6497 1.0153
39 C 0.9254 3.8083 1.8093
40 C 1.2558 5.0482 1.2580
41 C 1.5629 5.1567 -0.1000
42 C 1.5735 4.0074 -0.8967
43 C 1.2691 2.7641 -0.3438
44 C 0.3409 1.2192 3.3882
45 C 1.4335 1.6732 4.1660
46 C 1.3299 1.9167 5.5409
47 C 0.1098 1.7056 6.1908
48 C -0.9742 1.2429 5.4382
49 C -0.8709 1.0044 4.0619
50 C 2.0342 -0.0330 1.5358
51 C 3.2064 0.3733 0.8873
52 C 4.3179 -0.4726 0.8500
53 C 4.2853 -1.7134 1.4849
54 C 3.1305 -2.1057 2.1661
55 C 2.0070 -1.2777 2.1902
56 O -2.0569 1.8994 1.3339
57 H -6.2839 0.0357 0.9086
58 H -5.4731 -0.1627 -0.6645
59 H -5.1237 -1.2789 0.6347
60 H -4.3397 1.6718 0.4438
61 H -4.2216 0.7458 1.9568
62 H -0.6150 -0.8097 0.4776
63 H 0.6577 3.7500 2.8622
64 H 1.2360 5.9406 1.8822
65 H 1.8041 6.1295 -0.5348
66 H 1.7925 4.0758 -1.9597
67 H 1.2752 1.8680 -0.9648
68 H 2.3963 1.8577 3.6910
69 H 2.1957 2.2724 6.1067
70 H 0.0230 1.8950 7.2689
71 H -1.9236 1.0720 5.9434
72 H -1.7547 0.6709 3.5203
73 H 3.2692 1.3642 0.4390
74 H 5.2070 -0.1547 0.3069
75 H 5.1660 -2.3631 1.4582
76 H 3.1057 -3.0665 2.6785
77 H 1.1246 -1.5831 2.7589

Here is what Mulliken gives for the atomic charges, in e:
1. C -0.8437
2. O -0.4413
3. C 0.8399
4. C -0.9194
5. C 0.1783
6. C 0.3036
7. C -0.5095
8. C 0.5075
9. C -0.5078
10. C -0.8155
11. C 0.8263
12. C -1.3734
13. C -1.1235
14. C -0.5228
15. C -0.8901
16. C -0.7924
17. H 0.2640
18. H 0.3082
19. H 0.3453
20. H 0.4143
21. H 0.6264
22. H 0.4812
23. H 0.4667
24. H 0.6303
25. H 0.3774
26. H 0.3350
27. H 0.2868
28. H 0.3873
29. H 0.7146
30. H 0.7883
31. H 0.3784
32. C -0.9423
33. C -0.3749
34. O -0.2159
35. C -0.0545
36. C -0.0088
37. P 2.5040
38. C 0.7660
39. C -0.9978
40. C -0.8014
41. C -0.7043
42. C -0.8974
43. C -0.3089
44. C 0.0628
45. C -0.3670
46. C -0.6461
47. C -0.5151
48. C -0.6412
49. C -0.5061
50. C 0.4763
51. C -0.1702
52. C -0.7005
53. C -0.5069
54. C -0.7866
55. C -0.4256
56. O -0.5932
57. H 0.4509
58. H 0.0588
59. H 0.2718
60. H 0.3274
61. H 0.3965
62. H 0.4882
63. H 0.4610
64. H 0.4364
65. H 0.4042
66. H 0.4688
67. H -0.0398
68. H 0.4193
69. H 0.4059
70. H 0.3950
71. H 0.4060
72. H 0.2040
73. H 0.3684
74. H 0.4452
75. H 0.4287
76. H 0.4386
77. H 0.3995

=====

[3]
The following is a DFT calculation (wB97M-V/def2-TZVPD) of C5H12O2 in the gas phase at a distorted geometry.

Values from the calculation:
E ... -348.1670 hartree
Charge ... 0
HOMO energy ... -9.8 eV
Lowest unoccupied orbital energy ... 0.8 eV
Orbital gap ... 10.62 eV
Energy relative to the best compared isomer or geometry (same formula, charge and spin) ... 23.74 kcal/mol

CARTESIAN COORDINATES (ANGSTROEM)
1 C 2.0730 0.9611 0.8917
2 C 0.9884 -0.0337 1.3203
3 C 0.1894 -0.6752 0.1777
4 O -0.6305 -1.7216 0.6415
5 C -0.8573 0.2555 -0.5158
6 C -1.0904 -0.2126 -1.9518
7 O -2.0617 0.2288 0.3530
8 H 2.8624 0.4829 0.2967
9 H 1.6617 1.7861 0.2981
10 H 2.5572 1.4091 1.7682
11 H 1.4481 -0.8493 1.8945
12 H 0.2695 0.4542 1.9878
13 H 0.9216 -1.0746 -0.5532
14 H -1.4346 -1.1905 0.8726
15 H -0.5980 1.3119 -0.4638
16 H -0.9755 -1.3004 -2.0448
17 H -2.0905 0.0727 -2.2836
18 H -0.3739 0.2532 -2.6421
19 H -2.8591 -0.1577 -0.0470

Here is what natural (NBO) gives for the atomic charges, in e:
1. C -0.6130
2. C -0.4235
3. C 0.0804
4. O -0.7347
5. C 0.0764
6. C -0.6437
7. O -0.7516
8. H 0.2029
9. H 0.1979
10. H 0.2159
11. H 0.2146
12. H 0.2021
13. H 0.1699
14. H 0.4769
15. H 0.1837
16. H 0.2257
17. H 0.2092
18. H 0.2253
19. H 0.4853

=====

[4]
The following is a DFT calculation (wB97M-V/def2-TZVPD) of C5H10O2 in the gas phase.

Values from the calculation:
E ... -346.9724 hartree
Charge ... 0
HOMO energy ... -10.0 eV
Lowest unoccupied orbital energy ... 0.9 eV
Orbital gap ... 10.94 eV
Energy relative to the best compared isomer or geometry (same formula, charge and spin) ... 33.28 kcal/mol

CARTESIAN COORDINATES (ANGSTROEM)
1 C -0.5970 0.9597 -2.1086
2 C -0.0301 -0.1834 -1.2731
3 C 0.3028 0.2627 0.1475
4 O -0.8607 0.8762 0.6776
5 C 0.7934 -0.9210 1.0325
6 C 0.0250 -0.9429 2.3293
7 O 0.2105 -0.1171 3.1973
8 H -0.8915 0.6213 -3.1066
9 H -1.4735 1.3760 -1.6071
10 H 0.1344 1.7666 -2.2314
11 H -0.7563 -1.0068 -1.2265
12 H 0.8828 -0.5891 -1.7303
13 H 1.1090 1.0056 0.0952
14 H -0.6281 1.2741 1.5283
15 H 1.8491 -0.7813 1.2974
16 H 0.6743 -1.8734 0.5066
17 H -0.7443 -1.7272 2.4721

Here is what natural (NBO) gives for the atomic charges, in e:
1. C -0.6103
2. C -0.4070
3. C 0.1172
4. O -0.7286
5. C -0.5457
6. C 0.4599
7. O -0.5464
8. H 0.2092
9. H 0.2267
10. H 0.2013
11. H 0.2003
12. H 0.2043
13. H 0.1631
14. H 0.4841
15. H 0.2388
16. H 0.2145
17. H 0.1186

=====

- Number 3 is which compound?
  C5H12O2

=====

- Look up the charge of the third one.
  0

=====

- Which of these has the lowest lowest unoccupied orbital energy?
  C37H36O3P